Run one
10
Properties=species:S:1:pos:R:3:nbo_charge:R:1 method="wB97M-V/def2-TZVPD" homo_lumo_gap_ev="8.33 / 8.34" homo_ev="-8.4 / -8.4" e_lumo_ev="-0.066 / -0.066"
C -0.5398 0.0837 1.0248 -0.0913
C -0.8403 -1.0472 0.3495 -0.4386
C 0.9310 0.0046 -1.2314 -0.4548
N 0.4352 0.9077 0.6191 -0.0479
F 0.0833 2.2656 0.7237 -0.2686
S -0.3378 -1.1432 -1.3162 0.3878
H -1.1134 0.3636 1.9022 0.2284
H -1.4691 -1.8360 0.7179 0.2393
H 1.0133 0.6913 -2.0582 0.2248
H 1.8375 -0.2902 -0.7314 0.2209

Run two
10
Properties=species:S:1:pos:R:3:nbo_charge:R:1 method="wB97M-V/def2-TZVPD" smiles="C=C(F)C(N)=S" homo_lumo_gap_ev=8.51 homo_ev=-8.5 e_lumo_ev=-0.035
C 0.4711 0.6080 -0.2189 0.0534
C -0.2873 -0.5990 -0.0452 0.2863
C -1.3144 -0.8940 -0.7723 -0.3852
H 1.6745 1.7278 1.1726 0.4185
H 1.1563 0.2260 1.7466 0.4075
H -1.7801 -1.8708 -0.5669 0.2140
H -1.7021 -0.2467 -1.5453 0.2457
N 1.1598 0.8551 0.8875 -0.7531
F 0.1399 -1.4040 0.9069 -0.3217
S 0.4823 1.5977 -1.5650 -0.1656

It turns out run two is the most stable, with the second structure 3.636 eV higher.

Run one
14
Properties=species:S:1:pos:R:3:nbo_charge:R:1 method="wB97M-V/def2-TZVPD" smiles=CCC#CBr.OS homo_lumo_gap_ev=9.28 homo_ev=-9.0 e_lumo_ev=0.240
C 1.2472 1.1513 0.5353 -0.0203
C 2.3806 0.9045 0.2491 -0.1910
C -1.1520 0.5292 -0.1200 -0.5784
C -0.1423 1.3524 0.6875 -0.4914
O 2.6072 -2.3840 0.6729 -0.8523
S 1.0956 -2.7374 -0.0488 0.2677
Br 4.0582 0.5813 -0.2350 0.1892
H 0.5141 -2.8038 1.2130 0.1035
H -2.2718 0.7212 0.2988 0.2040
H -0.9688 -0.5330 -0.0314 0.2149
H -1.1496 0.8655 -1.1917 0.2076
H -0.4183 0.9498 1.6771 0.2278
H -0.3845 2.4365 0.7316 0.2321
H 3.2562 -3.1739 0.5734 0.4866

Run two
14
Properties=species:S:1:pos:R:3:nbo_charge:R:1 method="wB97M-V/def2-TZVPD" homo_lumo_gap_ev=9.85 homo_ev=-9.1 e_lumo_ev=0.760
C 0.6614 -1.1619 -0.4532 -0.2393
C 0.5885 -0.5230 0.8724 -0.6148
C -0.6626 1.7531 -0.0967 -0.8239
C -0.3758 -1.7409 -1.0415 -0.2582
O 0.7366 1.7965 2.1478 -0.9765
S 0.9108 1.3364 0.7742 1.2552
Br -0.2761 -2.5193 -2.7653 0.0503
H -0.7237 1.1753 -1.0116 0.2310
H 1.6187 -1.1251 -0.9539 0.2211
H -0.3730 -0.6547 1.3647 0.2289
H 1.3859 -0.8751 1.5276 0.2428
H -0.6350 2.8117 -0.3286 0.2363
H -1.5007 1.5437 0.5597 0.2317
H -1.3550 -1.8168 -0.5956 0.2154

It turns out run two is the most stable, with the second structure 2.209 eV higher.

Run one
14
Properties=species:S:1:pos:R:3:nbo_charge:R:1 method="wB97M-V/def2-TZVPD" homo_lumo_gap_ev=8.16 homo_ev=-8.8 e_lumo_ev=-0.619
C 0.0978 0.5073 -0.6652 0.3466
C -0.7939 1.6646 -1.1638 -0.6786
C 0.5117 -1.4754 1.9536 -0.4205
C -0.3507 -0.7265 -0.4106 -0.4457
O 1.3364 1.0184 -0.6415 -0.6692
S 2.1186 -1.7684 1.9347 -0.0086
Br -2.1742 -1.1039 -0.6077 0.0563
H -1.8260 1.5945 -0.7096 0.2323
H -0.4405 2.7171 -0.9201 0.2358
H -0.8724 1.6510 -2.2809 0.2357
H 0.1388 -0.5905 2.2858 0.1844
H -0.1139 -2.3724 1.9138 0.1998
H 0.2807 -1.5481 -0.3048 0.2320
H 2.0876 0.4324 -0.3837 0.4996

Run two
14
Properties=species:S:1:pos:R:3:nbo_charge:R:1 method="wB97M-V/def2-TZVPD" homo_lumo_gap_ev="7.77 / 8.10" homo_ev="-8.4 / -8.8" e_lumo_ev="-0.599 / -0.686"
C 1.2551 0.0715 0.1778 -0.5393
C 0.3424 1.1058 -0.5327 -0.5814
C -1.5009 -0.9696 -0.5474 -0.6271
C 0.7110 -0.9822 1.0543 -0.1632
O -2.2566 1.5133 -0.7435 -0.9791
S -1.3506 0.5775 -1.3230 1.3004
Br -0.1456 -0.2094 2.6412 -0.0014
H 1.8570 -0.4918 -0.4527 0.2159
H 1.9044 0.8248 0.6479 0.2448
H 0.1267 1.7372 0.3763 0.2477
H 0.8424 1.7179 -1.3821 0.2383
H -0.8950 -1.5995 -1.2216 0.1933
H -2.2617 -1.4382 0.0855 0.2454
H 1.3714 -1.8570 1.2200 0.2054

It turns out run one is the most stable, with the second structure 2.885 eV higher.

Run one
9
Properties=species:S:1:pos:R:3:nbo_charge:R:1 method="wB97M-V/def2-TZVPD" homo_lumo_gap_ev=10.65 homo_ev=-15.6 total_charge=+1 e_lumo_ev=-4.925
C -2.3940 -1.0027 0.2193 0.1333
C -0.3742 0.1056 -0.5079 0.4053
N -1.1613 -0.8184 -0.0826 -0.4124
N 0.3496 0.9865 0.1489 -0.6672
Br -3.7914 0.2260 -0.0198 0.1972
H -2.7174 -1.9845 0.3279 0.2342
H -0.1093 0.1027 -1.5952 0.2301
H 1.1569 1.2738 -0.3186 0.4439
H 0.0658 1.0678 1.1164 0.4356

Run two
9
Properties=species:S:1:pos:R:3:nbo_charge:R:1 method="wB97M-V/def2-TZVPD" homo_lumo_gap_ev="7.01 / 7.62" homo_ev="-15.1 / -15.3" total_charge=+1 e_lumo_ev="-8.095 / -7.660"
C 0.2214 -1.5635 1.7697 0.2836
C 0.1256 1.6453 -1.2712 -0.5297
N -0.6825 0.8549 -0.5870 -0.2054
N -0.1247 -2.6391 2.0417 -0.6515
Br -0.3541 -0.8944 -0.5499 0.7194
H 0.3511 2.4027 -0.4625 0.3293
H 1.0238 1.1450 -1.6275 0.2320
H -0.3894 2.3873 -2.0689 0.3525
H -0.1712 -3.3384 2.7556 0.4698

It turns out run one is the most stable, with the second structure 5.433 eV higher.

Run one
15
Properties=species:S:1:pos:R:3:nbo_charge:R:1 method="wB97M-V/def2-TZVPD" smiles="NC=O.C=O.NO" homo_lumo_gap_ev=9.14 homo_ev=-9.4 e_lumo_ev=-0.216
C -2.0887 -0.0594 0.0683 0.2347
O -1.7186 0.0208 1.2414 -0.5489
H -0.1926 0.6454 1.2387 0.4913
H -2.9029 -0.7406 -0.2260 0.1448
H -1.9567 0.8003 -0.6072 0.1581
H -0.5958 -0.8222 -0.7639 0.0586
C 0.5933 -0.8707 -0.8505 0.6093
N 0.7428 1.9947 0.1244 -0.5506
N 1.0633 -1.8342 -0.0338 -0.8176
O 0.7835 0.7954 0.9195 -0.6459
O 1.1792 -0.2648 -1.7048 -0.6177
H 1.4629 2.5908 0.5248 0.3353
H 1.0817 1.7098 -0.7983 0.3526
H 2.0569 -1.8352 0.1265 0.3998
H 0.4917 -2.1300 0.7407 0.3960

Run two
15
Properties=species:S:1:pos:R:3:nbo_charge:R:1 method="wB97M-V/def2-TZVPD" smiles=CNC(O)(O)ON homo_lumo_gap_ev=10.29 homo_ev=-9.5 e_lumo_ev=0.742
C -0.5673 -0.1653 -0.5405 0.8376
C 0.8056 -0.8213 1.3757 -0.4168
N 0.6046 -0.8355 -0.0645 -0.6760
N -0.0527 2.1318 -0.1334 -0.5083
O -0.8800 1.0305 0.1667 -0.4116
O -1.6790 -0.9629 -0.3821 -0.7095
O -0.3637 0.1103 -1.8810 -0.7276
H -1.4391 -1.7459 0.1250 0.4909
H -1.2267 0.1138 -2.3136 0.4937
H 1.4227 -0.5251 -0.5730 0.3802
H 0.9089 1.8962 0.1173 0.3198
H -0.0862 2.2822 -1.1434 0.3442
H -0.1294 -1.0952 1.8623 0.1999
H 1.5644 -1.5648 1.6128 0.2043
H 1.1179 0.1512 1.7717 0.1791

It turns out run two is the most stable, with the second structure 1.378 eV higher.